Entry 1:
Below is a cluster of 2 separate species, C4H13N4 in total in a non-equilibrium geometry, with properties calculated with ωB97M-V with the def2-TZVPD basis set.

Computed properties:
ΔE to the lowest compared entry with this formula, charge and spin   6.6635 eV
E_HOMO (alpha / beta)   -12.44 / -12.44 eV
Total charge   +1
Multiplicity   1
LUMO level (alpha / beta)   -5.311 / -5.310 eV

Last column: Löwdin charge in e.
CARTESIAN COORDINATES (ANGSTROEM)
C: 2.87526 0.32210 0.19115  -0.0229
C: -0.99150 -2.02320 -0.39150  -0.0184
C: 1.36954 0.87174 0.02869  -0.2551
C: 0.54385 -0.18623 -0.43863  -0.1401
N: -2.06199 1.46488 0.33381  0.0825
N: -1.28492 1.89086 -0.55474  0.1647
N: -0.41911 -0.83600 0.24913  -0.2672
N: -0.84162 -0.38260 1.42135  0.0744
H: 2.76293 -0.44131 -0.56880  0.0626
H: 2.87122 -0.10472 1.15419  0.0658
H: 3.54387 1.10482 -0.02630  0.0658
H: -1.40974 -1.71858 -1.39757  0.1111
H: -0.24027 -2.84099 -0.55647  0.1188
H: -1.83324 -2.58072 0.04872  0.0988
H: 1.13110 1.33710 1.03544  0.1215
H: 1.24262 1.70613 -0.80949  0.1476
H: 0.59011 -0.45743 -1.52488  0.1592
H: -2.88565 1.02553 0.10102  0.1120
H: -1.75573 1.31672 1.31776  0.1356
H: -1.65165 1.49284 -1.44217  0.1179
H: -1.55506 -0.96095 1.82928  0.0653


Entry 2:
Below is a cluster of 9 separate species, C40H74FN2O27 in total in a non-equilibrium geometry, with properties calculated with ωB97M-V with the def2-TZVPD basis set.

Computed properties:
E_HOMO   -11.80 eV
Total charge   +1
Multiplicity   1
LUMO level   -3.866 eV

Last column: Löwdin charge in e.
CARTESIAN COORDINATES (ANGSTROEM)
C: 2.12070 1.31530 2.19365  -0.1074
C: 2.13788 1.93935 0.65102  -0.2352
O: 1.73081 0.88604 -0.29420  -0.2324
C: 0.26909 0.89388 -0.49541  -0.1539
C: -0.09192 -0.42146 -1.44736  -0.1397
O: -0.79231 -1.45837 -0.67391  -0.2416
C: -1.58153 -2.35719 -1.52996  -0.1509
C: -2.73255 -3.22994 -0.68652  -0.1332
O: -3.79370 -2.37224 -0.13537  -0.2106
C: -3.74233 -2.28963 1.33299  -0.1648
C: -4.18112 -0.83571 1.95931  -0.1960
C: -2.89482 0.11941 1.53539  -0.0435
C: -3.56751 0.82518 0.21799  -0.1497
F: -3.14274 0.37776 -1.12900  -0.0460
N: -5.09472 0.62201 0.12713  -0.0045
C: -5.53362 2.08548 -0.09557  -0.1734
C: -5.86757 2.49858 -1.64393  0.0419
C: -6.29120 4.08385 -1.91409  0.0166
C: -6.31491 5.08487 -0.57400  -0.0041
C: -5.95262 4.38491 0.86231  -0.0560
N: -5.56553 2.95737 1.12646  0.0573
C: -5.52529 -0.07258 1.40045  -0.0640
H: 2.47893 0.17904 2.21904  0.0874
H: 1.03527 1.41852 2.66699  0.0707
H: 2.83567 1.97710 2.84623  0.0833
H: 3.24207 2.24737 0.41553  0.1281
H: 1.44273 2.88609 0.62133  0.1261
H: -0.29614 0.86398 0.54385  0.1114
H: -0.07314 1.90863 -1.02209  0.1408
H: -0.86154 -0.02190 -2.25171  0.1155
H: 0.83007 -0.83651 -2.03629  0.1495
H: -0.84807 -3.05374 -2.11944  0.1452
H: -2.19905 -1.75180 -2.34017  0.1118
H: -2.22561 -3.94155 0.10299  0.1349
H: -3.21570 -3.94590 -1.51059  0.1504
H: -2.62651 -2.48652 1.68668  0.1348
H: -4.38587 -3.19087 1.74691  0.1501
H: -4.33001 -1.03046 3.11068  0.1642
H: -1.84463 -0.39201 1.46441  0.1243
H: -2.81329 0.87454 2.44940  0.1464
H: -3.21534 1.95086 0.29281  0.1796
H: -5.43224 0.01554 -0.65214  0.1930
H: -5.82134 1.78077 -2.56676  0.1056
H: -6.51493 4.45944 -3.00592  0.1076
H: -6.58665 6.20736 -0.76080  0.1004
H: -5.96110 5.11331 1.80902  0.1277
H: -6.21493 -0.98886 1.10104  0.1646
H: -6.07311 0.52755 2.24641  0.1573
C: 5.11801 -0.47418 0.48946  -0.0498
O: 6.51380 -0.76603 0.51867  -0.0108
C: 7.31080 0.28546 0.20145  -0.5521
O: 6.93289 1.40866 -0.09276  0.1091
O: 8.60101 -0.12940 0.26830  -0.0289
C: 9.55887 0.88032 -0.04333  -0.0439
H: 4.57655 -1.38521 0.75891  0.0922
H: 4.87051 0.30232 1.22041  0.0831
H: 4.80742 -0.17386 -0.51648  0.1033
H: 9.48902 1.71104 0.66632  0.0994
H: 9.42586 1.23479 -1.07058  0.1012
H: 10.55550 0.43854 0.04157  0.0966
C: -3.86334 8.07281 -0.82149  -0.0487
O: -3.59652 9.20396 0.00530  -0.0211
C: -4.69455 9.93615 0.32105  -0.5548
O: -5.83863 9.70392 -0.03689  0.1049
O: -4.29897 10.97142 1.10397  -0.0120
C: -5.35791 11.83339 1.51605  -0.0399
H: -2.91549 7.56143 -1.01073  0.0977
H: -4.53628 7.37396 -0.31430  0.0648
H: -4.28264 8.38750 -1.78260  0.1032
H: -6.09067 11.28496 2.11676  0.1002
H: -5.83696 12.29847 0.64841  0.1009
H: -4.92781 12.62448 2.13640  0.1005
C: -0.86910 10.08436 1.79721  -0.0510
O: -0.08390 9.93095 2.97796  -0.0103
C: -0.49316 10.69303 4.02353  -0.5591
O: -1.44086 11.46298 4.02215  0.1074
O: 0.33476 10.44995 5.07076  -0.0113
C: 0.02171 11.18868 6.24993  -0.0516
H: -0.45261 9.42942 1.02693  0.0942
H: -1.90562 9.78382 1.98102  0.0804
H: -0.82243 11.11608 1.43395  0.1050
H: -0.97921 10.93232 6.61188  0.0979
H: 0.10402 12.26456 6.06472  0.0998
H: 0.74665 10.91629 7.02188  0.0949
C: 7.83090 -4.70135 -4.37422  -0.0502
O: 8.61610 -4.85477 -3.19346  -0.0104
C: 8.20684 -4.09269 -2.14790  -0.5580
O: 7.25914 -3.32273 -2.14928  0.1044
O: 9.03476 -4.33576 -1.10067  -0.0077
C: 8.72171 -3.59703 0.07850  -0.0431
H: 8.24739 -5.35630 -5.14450  0.0892
H: 6.79438 -5.00190 -4.19040  0.0982
H: 7.87757 -3.66963 -4.73748  0.0999
H: 7.72079 -3.85339 0.44045  0.0998
H: 8.80402 -2.52115 -0.10671  0.0773
H: 9.44665 -3.86942 0.85045  0.0971
C: 0.94420 -3.63671 1.35734  -0.0496
O: 1.34516 -4.42015 2.47971  -0.0052
C: 0.40569 -5.29913 2.91128  -0.5609
O: -0.70450 -5.45697 2.42802  0.0963
O: 0.91554 -5.97193 3.97364  -0.0103
C: 0.03007 -6.93832 4.53595  -0.0473
H: 1.77112 -2.96988 1.09794  0.0935
H: 0.73470 -4.27711 0.49451  0.1017
H: 0.07236 -3.02321 1.60651  0.0786
H: -0.21603 -7.71082 3.80024  0.1016
H: -0.87832 -6.45683 4.91224  0.0884
H: 0.54027 -7.41505 5.37741  0.0997
C: -4.73286 -4.07188 -7.64571  -0.0476
O: -4.68976 -2.66992 -7.38702  -0.0079
C: -3.78149 -2.30315 -6.44788  -0.5588
O: -3.03572 -3.05454 -5.83944  0.1052
O: -3.84687 -0.95556 -6.30307  -0.0093
C: -2.93952 -0.42433 -5.33940  -0.0551
H: -5.49258 -4.25101 -8.41154  0.0973
H: -3.76921 -4.42382 -8.02779  0.1009
H: -5.01733 -4.62238 -6.74316  0.0988
H: -1.90409 -0.63037 -5.62921  0.1037
H: -3.15230 -0.82896 -4.34462  0.0741
H: -3.07802 0.65982 -5.30637  0.0938
C: 4.12465 -6.93031 -9.10532  -0.0528
O: 4.79950 -8.03682 -8.50995  -0.0087
C: 5.81586 -7.69018 -7.68029  -0.5583
O: 6.17412 -6.55186 -7.42178  0.1004
O: 6.36447 -8.82955 -7.18824  -0.0077
C: 7.45439 -8.61696 -6.29324  -0.0505
H: 3.33226 -7.32379 -9.74800  0.0945
H: 3.66414 -6.30033 -8.33750  0.0972
H: 4.81278 -6.34664 -9.72530  0.0991
H: 7.12709 -8.05442 -5.41290  0.0927
H: 8.27568 -8.10076 -6.80078  0.0994
H: 7.81530 -9.59451 -5.96191  0.0963
C: -0.74463 -3.25837 6.45275  -0.0467
O: -0.99514 -3.41549 7.84803  -0.0036
C: -2.29304 -3.66228 8.15791  -0.5588
O: -3.21518 -3.75432 7.36284  0.1012
O: -2.38703 -3.78887 9.50564  -0.0066
C: -3.70609 -4.05273 9.97958  -0.0496
H: 0.32360 -3.06536 6.32082  0.1003
H: -0.99869 -4.17412 5.90931  0.0836
H: -1.30069 -2.40347 6.05459  0.0950
H: -4.07865 -5.00028 9.57720  0.0995
H: -4.38056 -3.22958 9.72246  0.0981
H: -3.66367 -4.13488 11.06911  0.0968


Entry 3:
Below is the molecule C5H6N2O in a non-equilibrium geometry, with properties calculated with ωB97M-V with the def2-TZVPD basis set.

Computed properties:
ΔE to the lowest compared entry with this formula, charge and spin   4.0232 eV
E_HOMO   -7.84 eV
SMILES   C=COc1c[nH]cn1
Multiplicity   1
LUMO level   0.751 eV

Last column: Löwdin charge in e.
CARTESIAN COORDINATES (ANGSTROEM)
C: -3.29719 0.02742 0.08610  0.0043
C: -2.00017 -0.41462 0.03919  -0.1829
O: -1.04977 0.53628 -0.20898  0.0329
C: 0.11513 0.15500 -0.15917  -0.5151
C: 1.14506 1.15211 0.09621  0.0119
N: 2.40946 0.34704 0.12732  -0.0141
C: 2.08373 -0.89317 0.18223  -0.1733
N: 0.70247 -1.05514 -0.27795  0.1093
H: -3.30776 1.14341 0.19835  0.0608
H: -4.26649 -0.66695 0.60198  0.1401
H: -1.59972 -1.38924 0.25311  0.1017
H: 1.38100 2.30219 0.04941  0.1220
H: 3.37582 0.82838 -0.09571  0.2038
H: 2.75250 -1.71180 0.25172  0.0987


Entry 4:
Below is the molecule C4H2N2S in a non-equilibrium geometry, with properties calculated with ωB97M-V with the def2-TZVPD basis set.

Computed properties:
ΔE to the lowest compared entry with this formula, charge and spin   2.7166 eV
E_HOMO   -9.51 eV
Multiplicity   1
LUMO level   0.042 eV

Last column: Löwdin charge in e.
CARTESIAN COORDINATES (ANGSTROEM)
C: 1.29711 -1.32942 0.58896  -0.2523
C: -1.15252 -0.36542 -0.81563  -0.0732
C: 0.43501 1.13885 0.50731  -0.3933
C: 0.60814 -0.16265 0.30874  -0.1353
N: 1.76172 -2.38758 0.65383  0.1489
N: -1.64949 0.74332 -1.01652  -0.3338
S: -0.97914 2.01948 -0.13363  0.9245
H: -1.45083 -1.35595 -1.07628  0.0825
H: 1.13001 1.69937 0.98323  0.0319


| no. | energy (eV) |
| --- | --- |
| 1 | -10307.4249 |
| 2 | -103640.3129 |
| 3 | -10305.5803 |
| 4 | -17992.1182 |